[1]
The following is a DFT calculation (ωB97M-V/def2-TZVPD) of a molecular structure, C33H22ClN4O4STi at a distorted geometry.

XYZ file:
```
66
Properties=species:S:1:pos:R:3:forces:R:3
Ti 10.391843 12.836087 10.982241 -0.531 -0.703 0.334
O 14.291029 9.057081 15.669827 0.366 0.011 0.535
C 13.135506 9.438224 15.880734 -1.831 -0.297 -0.096
O 12.330092 9.342657 16.848338 1.283 0.013 -0.427
C 12.446108 10.086505 14.629138 -0.844 -0.881 1.213
C 13.237704 10.422224 13.558992 -1.374 1.198 -0.495
C 12.631851 11.227034 12.571807 -0.611 -0.098 0.036
N 11.309916 11.507078 12.606020 0.207 -1.013 0.120
C 10.520484 10.925953 13.547469 1.036 0.312 -0.151
C 11.038204 10.231476 14.636227 1.530 1.164 -1.127
C 9.090139 11.136063 13.362790 -0.511 0.060 0.107
C 8.196344 10.257008 14.005499 -0.738 1.273 -1.647
C 6.834061 10.442818 13.755047 0.173 -0.501 0.760
C 6.428724 11.530864 13.021274 -0.030 0.305 -0.263
C 7.402271 12.345119 12.448041 -0.191 0.986 -1.400
N 8.716844 12.157506 12.536500 -0.350 -1.195 1.489
C 13.316455 11.846694 11.400723 -0.339 -0.357 1.037
C 14.689555 11.876157 11.318638 0.170 0.027 -0.439
C 15.273840 12.486977 10.230970 -0.053 -0.511 -0.139
C 14.470056 12.864321 9.203559 -0.761 1.238 -1.256
C 13.093386 12.877364 9.392561 0.783 0.177 -0.055
N 12.513149 12.431363 10.489232 0.343 -0.786 0.179
H 14.252620 10.108469 13.678056 0.629 0.118 -0.408
H 10.467757 9.980381 15.513392 0.042 -0.299 0.040
H 8.557083 9.398427 14.508147 0.323 -0.492 0.544
H 6.066469 9.758096 14.142708 0.539 0.226 -0.074
H 5.363455 11.690503 12.866584 0.326 0.235 -0.148
H 7.160301 13.175322 11.745325 -0.286 -0.961 1.171
H 15.353238 11.393652 11.999920 -0.108 -0.112 0.840
H 16.324781 12.598983 10.183330 0.940 -0.036 -0.111
H 14.792650 13.299546 8.247230 0.274 -0.284 0.626
H 12.503693 13.349435 8.642058 -0.557 0.029 -0.241
Cl 9.954972 10.726453 3.910868 0.047 0.361 1.061
C 10.095281 11.488708 5.553675 0.695 1.992 -1.130
C 10.318854 12.925926 5.573267 -0.173 -1.063 0.904
C 10.486095 13.506027 6.860228 -0.596 -1.064 -0.264
C 10.312058 12.759314 8.052786 0.219 0.232 -2.366
O 10.342446 13.348038 9.193940 0.342 1.395 0.417
C 9.989911 11.395384 7.984594 -0.278 -2.315 -2.064
C 9.523114 10.635919 9.041682 0.962 1.010 1.943
O 9.647718 11.068746 10.297811 -0.861 -1.280 -0.923
C 10.031811 10.730159 6.680205 -1.112 0.578 -0.334
H 10.278861 13.530905 4.657596 0.195 -0.439 0.504
H 10.603133 14.568030 7.017607 0.130 0.191 -0.255
H 9.128735 9.639808 8.841750 0.030 -0.014 0.280
H 9.710612 9.697802 6.487456 0.416 0.253 0.750
C 7.172830 13.381847 9.250325 -0.878 0.797 0.652
C 7.578505 14.501075 10.204991 -1.752 0.381 -0.380
C 6.524377 15.449619 10.542047 1.192 -2.096 -1.962
C 6.755018 16.455233 11.329011 0.641 2.064 1.666
C 8.007400 16.660718 11.963015 0.300 -1.349 -0.980
C 8.271516 17.792268 12.730579 0.284 0.810 0.259
C 9.570206 17.930053 13.176234 -0.232 0.063 -0.038
C 10.567792 16.944681 12.991387 -0.571 2.283 1.206
C 10.287161 15.826927 12.299367 -0.614 -1.940 -1.403
S 11.463042 14.579137 12.135215 0.856 0.442 0.428
C 9.009498 15.683482 11.668386 -1.001 -0.234 -0.450
N 8.742343 14.575679 10.751302 1.011 1.583 2.542
H 7.917742 12.613907 9.272311 0.258 -0.490 -0.467
H 6.925104 13.787740 8.257632 0.670 -0.139 0.120
H 6.186841 12.976282 9.573974 0.685 0.077 0.118
H 5.613022 15.445402 10.023096 -1.168 -0.540 -0.682
H 5.998378 17.196061 11.443174 -0.539 0.541 0.343
H 7.485290 18.585240 12.891804 0.996 -1.040 -0.176
H 9.821505 18.845596 13.665674 0.282 0.383 0.473
H 11.539010 17.115203 13.465361 -0.286 -0.279 -0.346
```
Forces are in eV/Å.

Output
**2S+1**: 3
**E_tot**: -3498.77976 Ha
**HOMO (spin up / spin down)**: -3.017 / -5.377 eV
**Energy above the lowest of the compared OMol25 structures with the same formula, charge and spin**: 33.0 kcal/mol
**Orbital gap (spin up / spin down)**: 4.919 / 7.286 eV
**Total charge**: -1

Mulliken population analysis, charges in e, atoms 1 to 2:
1. Ti 0.412
2. O -0.721

=====

[2]
The following is a DFT calculation (ωB97M-V/def2-TZVPD) of 13 unconnected molecules or ions with the total composition C42H96N4O36S9 at a distorted geometry.

XYZ file:
```
187
Properties=species:S:1:pos:R:3:forces:R:3
C -0.634931 -2.841531 10.705236 0.569 -0.815 -1.248
C -1.215751 -3.496491 9.418296 -0.056 0.851 0.195
N -1.716371 -2.501711 8.461066 -1.134 -0.161 -0.415
C -3.006391 -1.915981 8.905256 0.237 -0.331 0.800
C -3.466131 -0.664371 8.188226 0.739 1.132 0.315
C -1.992221 -3.109391 7.147606 1.138 0.391 -0.294
C -0.704541 -3.429431 6.378976 -0.719 -0.302 -0.136
H 0.207239 -2.171381 10.532766 -0.320 0.440 -0.637
H -0.088251 -3.638611 11.209146 -0.766 -0.127 0.867
H -1.415361 -2.301051 11.240866 0.299 -0.425 0.424
H -0.519701 -4.165551 8.912366 0.446 0.444 0.116
H -2.017561 -4.187751 9.677826 -0.463 -0.096 0.414
H -3.837451 -2.619721 8.952006 -0.094 -0.801 -0.724
H -2.940211 -1.724551 9.976276 0.361 0.601 0.013
H -2.789301 0.150569 8.444896 0.128 0.133 0.227
H -3.442991 -0.613781 7.099646 -0.316 -0.687 -0.002
H -4.442671 -0.346821 8.553776 -0.112 -0.197 -0.150
H -2.546991 -2.338671 6.612516 -0.137 -0.477 -0.254
H -2.564791 -4.034641 7.212216 -0.498 -0.078 0.252
H -0.246931 -2.499831 6.040556 0.534 -0.241 0.369
H -0.903191 -4.030521 5.491666 -0.375 0.164 -0.206
H -0.101831 -4.120011 6.968836 0.561 0.599 0.068
C 4.023289 9.587499 0.502486 -0.817 0.050 0.683
C 2.619489 9.331859 -0.239074 3.139 0.453 -1.127
N 1.646399 10.307949 0.113976 -1.477 -0.108 1.309
C 0.731829 10.696799 -0.999924 2.516 0.756 0.235
C 1.625459 11.460969 -2.038324 -1.341 -0.550 -0.864
C 0.869389 9.758979 1.227176 -0.634 1.847 1.348
C 0.009359 10.906169 1.905706 0.169 -1.006 -1.050
H 4.905889 8.982379 0.295236 -0.347 -0.376 -0.969
H 4.008279 9.464389 1.585406 -0.758 -0.044 0.254
H 4.328449 10.628419 0.395426 -0.212 0.062 -0.407
H 2.866499 9.504239 -1.286624 0.083 -0.069 -0.167
H 2.305159 8.288169 -0.237084 -0.251 -0.230 0.571
H 0.233729 9.790529 -1.344384 -0.197 0.070 -0.641
H -0.002851 11.438119 -0.685604 0.025 -0.399 0.459
H 2.022729 10.812919 -2.819554 0.242 -0.141 0.175
H 0.967949 12.130979 -2.592274 -0.025 0.201 -0.046
H 2.428679 12.074449 -1.630184 -0.168 -0.306 0.435
H 1.483729 9.374549 2.041366 0.623 0.021 -0.336
H 0.287309 8.897079 0.900976 -0.556 -0.045 -0.102
H -0.814281 11.152169 1.235476 -0.226 0.044 0.284
H 0.599389 11.816259 2.013826 0.228 -0.174 0.047
H -0.383151 10.612869 2.879366 -0.023 -0.085 -0.107
C 5.553549 -8.069911 1.774416 0.298 -0.509 -0.664
C 5.328149 -6.575171 1.658476 -1.313 -0.031 0.516
N 6.075329 -5.789791 2.593366 1.931 -0.406 0.181
C 5.497289 -4.459441 2.764606 1.499 -0.153 -0.391
C 5.442609 -3.625431 1.458956 0.391 -0.023 0.429
C 7.554759 -5.806551 2.241376 -1.714 -0.641 -0.608
C 8.472299 -5.190071 3.216936 -0.292 1.097 1.725
H 6.333479 -8.423031 1.099786 0.376 0.026 0.244
H 4.694219 -8.665361 1.466026 -0.323 0.295 -0.005
H 5.772069 -8.363621 2.801106 0.161 0.168 -0.017
H 5.384779 -6.151301 0.655876 0.321 -0.460 -0.552
H 4.290649 -6.399161 1.942576 -0.305 0.005 -0.018
H 4.570299 -4.576921 3.325846 -0.234 0.194 -0.359
H 6.223839 -4.011211 3.442326 -0.362 0.630 0.136
H 6.439039 -3.557971 1.022286 0.267 -0.098 0.183
H 4.855869 -4.061111 0.650246 -0.495 0.204 0.323
H 5.189969 -2.587481 1.675596 -0.471 -0.081 -0.134
H 7.690789 -5.404531 1.237396 0.107 0.261 -0.285
H 7.894109 -6.839791 2.168216 -0.562 -0.274 -0.063
H 8.368899 -4.110151 3.322676 0.575 0.323 -0.830
H 9.497759 -5.532851 3.078966 -0.039 0.357 0.007
H 8.139769 -5.415261 4.230256 0.171 -0.876 0.175
C -11.111441 -3.893511 -3.224944 -1.568 -0.870 0.370
C -10.383781 -2.979811 -4.128634 0.586 -0.414 0.147
N -9.092761 -3.590811 -4.424084 -0.295 -0.746 -0.449
C -8.982531 -4.131301 -5.753914 0.035 -0.371 -0.942
C -9.980941 -5.213911 -6.182574 -0.471 -0.253 0.801
C -7.951991 -2.798921 -4.106904 0.513 0.377 0.844
C -7.829671 -2.473791 -2.606984 0.252 0.824 -0.842
H -10.466801 -4.401241 -2.507484 -0.052 0.636 0.352
H -11.594141 -4.723831 -3.740384 -0.112 0.021 -0.258
H -11.894111 -3.253321 -2.817914 -0.296 -0.592 0.787
H -11.003761 -2.814341 -5.009744 0.235 0.261 -0.335
H -10.352001 -2.055691 -3.551494 0.802 0.379 -0.490
H -7.966021 -4.513961 -5.845524 -0.012 -0.360 0.048
H -9.008011 -3.362591 -6.526264 -0.194 0.647 -0.222
H -9.940151 -6.075091 -5.515634 0.463 -0.261 -0.115
H -9.866061 -5.525921 -7.220624 0.409 0.009 0.088
H -11.037661 -4.960431 -6.097764 -0.016 0.713 -0.024
H -7.019751 -3.305691 -4.356344 -0.256 -0.268 -0.516
H -8.017621 -1.877481 -4.685464 0.479 0.497 -0.124
H -6.772931 -2.344331 -2.373224 0.037 -0.268 0.183
H -8.233761 -1.469201 -2.482014 -0.484 -0.238 0.683
H -8.274711 -3.247091 -1.980844 -0.036 0.261 0.030
C 8.232979 3.860759 2.921176 -0.181 0.199 0.256
C 8.699809 2.387889 3.017336 -1.961 1.888 2.439
O 9.349379 2.245919 1.839896 1.783 -0.253 -3.816
S 8.397249 2.850359 0.600866 -1.509 -0.143 0.926
O 7.423969 1.796329 0.315686 1.920 2.045 -0.057
O 9.100719 3.577729 -0.454264 -0.980 -1.817 2.420
O 7.671269 3.931749 1.631026 -0.226 -0.918 -2.694
H 9.017299 4.614989 2.857276 0.581 -0.381 0.840
H 7.454129 4.212419 3.597806 0.101 -0.404 0.184
H 7.838639 1.722179 3.074776 -0.191 -0.021 0.036
H 9.281649 2.247109 3.928246 0.644 -0.206 -0.530
C 1.426659 -9.103891 -3.568234 -0.190 -1.351 -0.938
C 0.321269 -9.666671 -2.667144 -0.425 -1.152 -1.330
O -0.135351 -8.630421 -1.891634 -0.301 3.195 0.637
S 0.389139 -7.129531 -2.491134 -1.888 -0.283 0.959
O 0.623389 -6.253431 -1.330844 -0.013 -2.216 -3.131
O -0.546741 -6.704031 -3.558994 2.732 -1.121 2.343
O 1.754969 -7.849351 -3.075194 -0.281 2.502 1.032
H 1.052629 -8.987601 -4.585424 -0.081 -0.029 -0.047
H 2.285959 -9.771901 -3.627154 0.262 0.456 0.321
H 0.543929 -10.514651 -2.019504 0.514 0.205 0.017
H -0.454041 -9.994171 -3.359774 -0.329 -0.180 0.145
C -1.029541 0.277609 -0.803164 0.063 0.226 -0.262
C -0.065541 -0.478531 0.112756 0.804 -0.764 -0.845
O 0.552599 0.485319 0.947186 -0.188 2.337 0.489
S 0.695879 1.917169 0.138616 1.276 2.262 -1.251
O 1.970779 2.009099 -0.610154 -3.005 -1.229 1.505
O 0.407669 3.124179 0.915116 -0.045 -3.014 -0.752
O -0.583261 1.629659 -0.880874 1.892 0.715 1.354
H -2.027041 0.322469 -0.366034 -0.046 -0.271 -0.205
H -1.014701 -0.043791 -1.844604 -0.288 -0.570 0.287
H 0.802429 -0.943371 -0.354844 -0.411 -0.207 -0.817
H -0.565481 -1.277761 0.659926 -0.042 0.483 0.471
C 3.759889 -0.665921 -4.971584 0.175 1.528 -0.372
C 4.011499 -0.516441 -6.464834 1.145 1.127 -0.200
O 4.115309 -1.835971 -6.978604 0.127 -1.759 0.061
S 3.619789 -2.971441 -5.914494 0.326 -2.131 0.089
O 4.778709 -3.636211 -5.259114 -2.841 2.207 -1.571
O 2.596889 -3.887341 -6.495314 2.539 3.295 1.626
O 2.967029 -1.790711 -4.963184 -1.267 -3.377 0.604
H 3.210729 0.175219 -4.548514 -0.345 -0.118 -0.228
H 4.632619 -0.755801 -4.324764 0.373 -0.369 -0.403
H 4.943289 0.023199 -6.634094 0.223 -0.302 -0.115
H 3.271629 0.005039 -7.072084 -0.468 -0.084 0.541
C -5.781861 -8.603871 -0.545644 -1.187 0.010 -0.781
C -6.775471 -7.417381 -0.780724 0.210 -0.493 0.581
O -6.691741 -6.751611 0.471176 0.836 1.133 1.525
S -5.145261 -6.662731 1.005096 0.621 1.028 0.294
O -5.122851 -6.716551 2.481166 -0.194 -0.126 -3.876
O -4.386371 -5.590711 0.310856 -2.044 -2.860 1.647
O -4.783721 -8.121781 0.328886 0.861 1.204 0.733
H -5.390481 -9.039851 -1.464804 0.544 0.559 -0.009
H -6.267631 -9.448171 -0.056484 -0.337 0.240 0.255
H -7.814881 -7.735151 -0.863004 0.170 -0.190 -0.060
H -6.584251 -6.668771 -1.549564 0.519 -0.468 -0.322
C 3.194389 1.122329 8.326326 -1.722 -0.844 -0.518
C 3.439219 1.635069 6.885726 -1.140 -0.543 1.573
O 4.819339 1.854589 6.861186 1.740 -0.005 0.667
S 5.662169 0.850669 7.891316 1.379 0.203 -0.562
O 6.536169 1.635149 8.781376 -2.448 -1.620 -1.901
O 6.297789 -0.181421 7.058686 -1.778 1.837 2.059
O 4.293949 0.306959 8.674106 2.409 0.428 -0.709
H 2.334929 0.452689 8.358326 -0.043 -0.136 -0.272
H 2.934739 1.858899 9.086696 0.811 0.479 -0.136
H 2.820729 2.526919 6.784896 0.646 0.367 -0.332
H 3.137289 0.921619 6.118966 0.134 -0.168 0.096
C 5.141959 7.141519 -4.849884 -0.903 -0.400 -1.851
C 5.293319 5.840319 -4.136154 0.258 0.065 0.646
O 4.213869 5.002539 -4.605534 -0.620 -0.459 -0.228
S 2.955599 5.790309 -5.256894 0.196 2.131 -0.874
O 1.747419 5.832539 -4.460994 2.126 -0.440 -0.625
O 2.805509 5.498359 -6.675554 0.679 -0.072 2.302
O 3.726309 7.252649 -5.103674 -1.153 -0.182 0.456
H 5.554019 7.017069 -5.851294 0.506 0.296 0.006
H 5.565549 8.025529 -4.373234 -0.465 -0.128 0.157
H 5.256969 5.958669 -3.053204 -0.334 -0.260 0.000
H 6.265429 5.431619 -4.411934 -0.303 -0.558 0.037
C -4.260991 4.074009 -8.720244 -0.465 -0.868 -0.436
C -4.744341 2.623759 -9.101364 0.946 0.754 -1.088
O -4.861201 1.816069 -7.927894 -0.033 1.015 0.763
S -3.988221 2.460809 -6.712694 0.890 -0.140 -0.115
O -2.637471 1.906799 -6.851874 -2.510 1.515 0.443
O -4.689141 2.376079 -5.433764 1.253 0.452 -2.809
O -4.073581 4.050919 -7.328854 0.077 -1.627 1.968
H -5.036831 4.776979 -9.023534 -0.109 0.149 0.614
H -3.349601 4.413729 -9.212244 0.156 -0.501 -0.025
H -4.000701 2.205569 -9.779754 -0.026 -0.365 0.177
H -5.680241 2.697119 -9.655274 -0.175 -0.376 0.535
C -4.023351 6.434789 -1.606604 -0.200 -1.618 1.826
C -5.366231 5.661189 -1.286684 2.071 -0.432 -0.302
O -5.984241 6.410069 -0.274364 -0.832 0.549 2.060
S -4.824351 6.988869 0.757996 2.351 -0.419 -1.414
O -4.011391 5.979969 1.446436 -2.336 1.270 -1.293
O -5.235701 8.159199 1.476506 -0.247 -1.415 -1.081
O -3.955901 7.427109 -0.557894 0.008 1.029 -0.029
H -3.955781 6.725149 -2.655044 -0.034 1.060 0.510
H -3.193351 5.772349 -1.360854 0.055 -0.158 -0.525
H -5.103521 4.698919 -0.847214 -0.125 -0.205 -0.355
H -5.921361 5.527049 -2.215094 -0.684 0.326 0.596
```
Forces are in eV/Å.

Output
**E_tot**: -8168.65288 Ha
**HOMO**: -8.026 eV
**Energy above the lowest of the compared OMol25 structures with the same formula, charge and spin**: 195.7 kcal/mol
**Orbital gap**: 8.135 eV

Mulliken population analysis, charges in e, atoms 1 to 2:
1. C -1.085
2. C -0.557